16
Properties=species:S:1:pos:R:3:nbo_charge:R:1 method="wB97M-V/def2-TZVPD" smiles="OCCO.C=C" fmax_ev_per_a=0.97 e_above_lowest_ev=2.616 orbital_gap_ha=0.3613 lumo_ev=0.6 total_charge=0 total_energy_ev=-8402.9312 multiplicity=1 homo_energy_ev=-9.19
O -1.91448 1.14234 -1.21858 -0.72
C -1.75446 0.10233 -0.29223 -0.08
C -0.53591 -0.73135 -0.68623 -0.10
O 0.46722 0.25431 -1.03840 -0.74
H -0.99976 1.42474 -1.38463 0.48
H -1.64348 0.49605 0.73544 0.16
H -2.66285 -0.51040 -0.30298 0.18
H -0.70115 -1.30190 -1.59494 0.18
H -0.31593 -1.45486 0.12664 0.19
H 1.19037 -0.09169 -1.58016 0.49
C 1.20088 -0.36180 1.59209 -0.47
C 1.75434 0.57479 0.83090 -0.33
H 1.56900 -1.38376 1.59454 0.19
H 0.34099 -0.13324 2.21538 0.19
H 2.62324 0.38028 0.20434 0.18
H 1.38197 1.59416 0.79881 0.20

=====

16
Properties=species:S:1:pos:R:3:nbo_charge:R:1 method="wB97M-V/def2-TZVPD" smiles="C/C=C/CO.O" fmax_ev_per_a=1.89 e_above_lowest_ev=2.406 orbital_gap_ha=0.3517 lumo_ev=0.8 total_charge=0 total_energy_ev=-8403.1413 multiplicity=1 homo_energy_ev=-8.82
C 0.83276 1.37865 -2.24954 -0.66
C 0.55460 0.55385 -1.02998 -0.14
C -0.30044 -0.47318 -0.93157 -0.25
C 0.08983 -1.75172 -0.21086 -0.10
O -0.39735 -1.86135 1.15001 -0.72
H 1.86695 1.67879 -2.39194 0.23
H 0.55265 0.87457 -3.16956 0.22
H 0.18423 2.26618 -2.21770 0.22
H 1.09853 0.84695 -0.13081 0.19
H -1.20366 -0.64063 -1.51327 0.20
H 1.15660 -1.97610 -0.27212 0.16
H -0.37776 -2.62702 -0.67130 0.18
H -0.36109 -0.96178 1.50665 0.47
O -1.03999 0.56463 3.99525 -0.94
H -1.99271 0.69418 3.97823 0.47
H -0.66315 1.43397 4.15851 0.47

=====

16
Properties=species:S:1:pos:R:3:nbo_charge:R:1 method="wB97M-V/def2-TZVPD" smiles=OCCCCO fmax_ev_per_a=5.10 e_above_lowest_ev=2.700 orbital_gap_ha=0.3841 lumo_ev=0.7 total_charge=0 total_energy_ev=-8402.8466 multiplicity=1 homo_energy_ev=-9.76
O 0.19193 -2.41320 1.17435 -0.71
C -0.13605 -1.05203 0.90223 -0.09
C 0.94431 -0.48361 -0.13947 -0.42
C 0.92402 0.94407 -0.47134 -0.43
C -0.31115 1.81795 -0.34457 -0.07
O -1.30845 1.13796 -1.14991 -0.78
H -0.69920 -2.82204 1.48640 0.47
H -1.02542 -0.75499 0.25207 0.19
H -0.33609 -0.40379 1.81591 0.15
H 0.78374 -1.03906 -1.12690 0.21
H 1.93117 -0.96691 0.20618 0.22
H 1.32423 1.08116 -1.50102 0.22
H 1.75150 1.42341 0.25651 0.20
H -0.32587 2.79287 -0.82902 0.18
H -0.66647 2.13541 0.65020 0.17
H -2.33221 1.39760 -1.08697 0.48

=====

16
Properties=species:S:1:pos:R:3:nbo_charge:R:1 method="wB97M-V/def2-TZVPD" smiles=CO[C@@H](C)CO fmax_ev_per_a=0.89 e_above_lowest_ev=1.462 orbital_gap_ha=0.4001 lumo_ev=1.0 total_charge=0 total_energy_ev=-8404.0850 multiplicity=1 homo_energy_ev=-9.86
C -1.79183 -0.88280 0.57088 -0.25
O -0.41893 -0.51004 0.47385 -0.58
C -0.03966 0.64219 -0.37224 0.08
C 0.67499 1.57144 0.58039 -0.63
C 0.83504 0.08026 -1.53003 -0.08
O 0.34989 -1.21643 -1.73625 -0.73
H -2.34278 -0.20404 1.23239 0.17
H -2.26842 -0.91855 -0.41440 0.18
H -1.86925 -1.89048 1.00749 0.20
H -0.94194 1.07709 -0.82210 0.18
H -0.02020 1.84698 1.37656 0.22
H 1.07748 2.47776 0.11586 0.21
H 1.50325 1.00594 1.01970 0.22
H 0.74850 0.67125 -2.45954 0.18
H 1.91381 0.09206 -1.27817 0.15
H 0.09186 -1.43407 -0.80803 0.48